ORCA calculation (the ωB97M-V functional and the def2-TZVPD basis) on one molecule with the formula C18H23N3O7S.

Values from the calculation:
frontier orbital gap = 9.06 eV
SMILES string = CCOC(=O)C1=C(COC(=O)CNS(=O)(=O)c2ccc(C)cc2)NC(=O)N[C@@H]1C
ΔE to the lowest compared entry with this formula, charge and spin = 7.93 kJ/mol
HOMO level = -0.3135 Eh

Each line ends with the Löwdin charge.
Positions of all 52 atoms, in Å:
S  1.73333  1.00781  0.27250  0.683
O  0.53405  0.21484  0.19773  -0.270
O  1.75559  2.08955  1.20668  -0.271
O  -0.39495  0.75819  -2.39950  -0.004
O  -1.97156  3.92988  0.65530  0.072
O  0.61558  -1.25479  -2.28760  0.128
O  -3.82307  -1.91805  0.99556  -0.019
O  -3.33371  -1.88561  -1.19744  0.097
N  2.06563  1.68580  -1.24186  -0.103
N  -1.77061  2.00469  -0.51724  0.179
N  -2.99087  2.05777  1.43131  0.134
C  3.14343  -0.04992  0.48273  -0.282
C  -1.68295  0.20260  -2.11262  -0.051
C  -2.83294  0.00832  0.14791  -0.041
C  -2.13074  0.71187  -0.76829  -0.145
C  5.37479  -1.65993  0.74371  -0.264
C  3.06100  -1.37986  0.11734  -0.045
C  5.42726  -0.31691  1.10704  -0.025
C  1.95802  0.75231  -2.34169  -0.122
C  -3.33108  -1.33712  -0.11554  -0.433
C  -2.21011  2.74659  0.57079  -0.533
C  6.57437  -2.54046  0.90442  -0.045
C  -3.02947  0.60723  1.52286  -0.285
C  -5.81121  -3.17007  0.34274  -0.060
C  -1.94296  0.08834  2.47324  -0.015
C  4.31324  0.49281  0.97628  -0.042
C  0.65736  -0.05758  -2.31521  -0.512
C  4.18187  -2.18070  0.24953  -0.020
C  -4.37412  -3.22434  0.84260  -0.214
H  7.49117  -1.95687  0.89692  0.078
H  -2.36420  0.53996  -2.89963  0.153
H  2.02325  1.29922  -3.28486  0.140
H  -2.06424  -0.98108  2.61494  0.078
H  -3.24492  2.56539  2.26595  0.155
H  4.13171  -3.22116  -0.03465  0.119
H  -2.01569  0.58519  3.43853  0.081
H  -6.21977  -4.17547  0.29595  0.077
H  6.34752  0.09489  1.49401  0.116
H  2.12885  -1.76700  -0.26366  0.109
H  6.51762  -3.06905  1.85613  0.089
H  -3.75372  -3.79242  0.14194  0.122
H  -4.01653  0.32859  1.91087  0.147
H  4.32588  1.53382  1.25560  0.118
H  2.79430  0.05146  -2.27317  0.126
H  -1.63162  -0.88839  -2.11763  0.120
H  -4.32024  -3.67232  1.83733  0.124
H  -5.83798  -2.73119  -0.65136  0.074
H  1.51718  2.52559  -1.35840  0.109
H  -6.42090  -2.56827  1.01255  0.077
H  6.61834  -3.28396  0.11237  0.081
H  -1.19892  2.48893  -1.19325  0.154
H  -0.96162  0.27817  2.04388  0.063